1.
This record from OMol25 describes a cluster of 2 separate species, C9H25N2O3P in total in a non-equilibrium geometry. The level of theory is wB97M-V/def2-TZVPD.

CARTESIAN COORDINATES (ANGSTROEM)
C  0.82850  -2.97864  1.10203
C  -0.45809  -3.76072  1.39342
N  -1.56823  -2.82067  1.27971
P  -2.90846  -3.51015  0.64594
C  -4.20216  -2.32167  1.27228
O  -3.29044  -4.95513  1.49342
H  1.72921  -3.58886  1.14382
H  0.85420  -2.16644  1.82641
H  0.70032  -2.52365  0.12047
H  -0.54684  -4.63110  0.73101
H  -0.41470  -4.09017  2.43395
H  -5.17073  -2.50579  0.82140
H  -3.82519  -1.33973  1.00588
H  -4.25721  -2.34686  2.36051
H  -4.20798  -4.91340  1.80922
C  2.80498  3.80400  -2.96982
O  2.31111  2.48448  -3.19420
C  2.58365  1.51859  -2.19639
C  1.26780  1.03980  -1.62008
N  0.52084  2.19805  -1.02739
C  1.00960  2.74468  0.28446
C  0.65170  1.76153  1.37360
O  -0.74482  1.66289  1.43507
C  -1.27160  0.44407  0.87420
H  3.39155  4.11390  -3.83268
H  1.96063  4.49282  -2.86807
H  3.42551  3.87037  -2.07448
H  3.25302  1.90874  -1.42604
H  3.07912  0.66321  -2.65893
H  1.39501  0.27183  -0.86024
H  0.63133  0.65612  -2.41489
H  -0.46426  1.94491  -0.89729
H  0.51832  2.93611  -1.73550
H  0.48294  3.68525  0.43393
H  2.07889  2.94040  0.21727
H  1.02488  2.13953  2.32909
H  1.12225  0.78818  1.20937
H  -0.50335  -0.30094  0.66784
H  -1.80864  0.67766  -0.05634
H  -1.98266  0.00677  1.56804

Computed properties:
* HOMO-LUMO gap: 3.48 eV

Which charges does Löwdin predict for the atoms? In e, they are: atom 1 (C): -0.16, atom 2 (C): -0.48, atom 3 (N): -0.36, atom 4 (P): 0.59, atom 5 (C): -0.33, atom 6 (O): -0.39, atom 7 (H): 0.05, atom 8 (H): 0.04, atom 9 (H): 0.04, atom 10 (H): 0.07, atom 11 (H): 0.08, atom 12 (H): 0.00, atom 13 (H): -0.02, atom 14 (H): 0.02, atom 15 (H): 0.00, atom 16 (C): -0.08, atom 17 (O): -0.18, atom 18 (C): -0.20, atom 19 (C): -0.07, atom 20 (N): 0.07, atom 21 (C): -0.08, atom 22 (C): -0.22, atom 23 (O): -0.17, atom 24 (C): -0.08, atom 25 (H): 0.09, atom 26 (H): 0.09, atom 27 (H): 0.09, atom 28 (H): 0.12, atom 29 (H): 0.14, atom 30 (H): 0.13, atom 31 (H): 0.15, atom 32 (H): 0.15, atom 33 (H): 0.16, atom 34 (H): 0.14, atom 35 (H): 0.13, atom 36 (H): 0.14, atom 37 (H): 0.12, atom 38 (H): 0.06, atom 39 (H): 0.08, atom 40 (H): 0.08

2.
This record from OMol25 describes a structure of composition C9H25N3O7Y in a non-equilibrium geometry. The level of theory is wB97M-V/def2-TZVPD.

CARTESIAN COORDINATES (ANGSTROEM)
Y  0.75955  0.02858  -1.61656
O  2.81631  -0.11548  -2.69357
H  3.66904  -0.07434  -2.21851
O  0.21213  -0.04183  -3.83160
H  -0.40619  -0.36942  -4.51344
O  0.92209  2.26880  -1.14673
H  1.52195  3.03403  -1.05117
O  0.44760  -2.16980  -1.39732
H  0.31975  -3.10860  -1.63575
C  -0.66710  -0.31079  1.78514
O  -0.26546  -0.16071  0.66724
N  -1.49972  -1.33605  2.14849
C  -2.09349  -2.27704  1.14395
C  -2.07953  -1.38700  3.45573
H  -0.38039  0.35151  2.61662
H  -3.12334  -2.00480  0.91290
H  -2.12266  -3.19618  1.72914
H  -1.60164  -2.41658  0.18130
H  -3.11974  -1.11259  3.28037
H  -2.05691  -2.41364  3.82124
H  -1.58988  -0.70799  4.15379
C  -2.18249  1.65357  -2.19103
O  -1.55688  0.70332  -1.72990
N  -3.54961  1.78524  -2.08214
C  -4.24094  2.95990  -2.57082
C  -4.36583  0.78223  -1.32405
H  -1.70796  2.47171  -2.75465
H  -4.98427  2.54569  -3.25198
H  -3.49247  3.59284  -3.04756
H  -4.89610  3.45551  -1.85441
H  -5.20371  0.36976  -1.88612
H  -3.78410  -0.07249  -0.97889
H  -4.87049  1.14360  -0.42804
C  3.09305  -0.77205  0.94745
O  2.48836  -0.16599  0.05618
N  4.30818  -0.34034  1.45184
C  5.03636  -0.97882  2.63596
C  5.21372  0.67072  0.83254
H  2.75856  -1.71467  1.40764
H  4.60398  -1.93352  2.93544
H  5.22894  -0.30293  3.46914
H  6.01672  -1.18125  2.20467
H  6.15956  0.28394  0.45323
H  4.67306  1.37513  0.20041
H  5.59183  1.18889  1.71381

Computed properties:
* total charge: -1
* HOMO-LUMO gap: 5.62 eV

Which charges does Löwdin predict for the atoms? In e, they are: atom 1 (Y): 1.38, atom 2 (O): -0.52, atom 3 (H): -0.11, atom 4 (O): -0.51, atom 5 (H): -0.09, atom 6 (O): -0.52, atom 7 (H): -0.09, atom 8 (O): -0.50, atom 9 (H): -0.07, atom 10 (C): -0.29, atom 11 (O): -0.03, atom 12 (N): -0.18, atom 13 (C): -0.01, atom 14 (C): -0.09, atom 15 (H): 0.14, atom 16 (H): 0.07, atom 17 (H): 0.07, atom 18 (H): 0.07, atom 19 (H): 0.08, atom 20 (H): 0.08, atom 21 (H): 0.08, atom 22 (C): -0.25, atom 23 (O): -0.08, atom 24 (N): -0.17, atom 25 (C): -0.07, atom 26 (C): -0.04, atom 27 (H): 0.15, atom 28 (H): 0.08, atom 29 (H): 0.09, atom 30 (H): 0.08, atom 31 (H): 0.07, atom 32 (H): 0.07, atom 33 (H): 0.07, atom 34 (C): -0.24, atom 35 (O): -0.08, atom 36 (N): -0.16, atom 37 (C): -0.05, atom 38 (C): -0.04, atom 39 (H): 0.14, atom 40 (H): 0.08, atom 41 (H): 0.07, atom 42 (H): 0.07, atom 43 (H): 0.08, atom 44 (H): 0.10, atom 45 (H): 0.07

3.
This record from OMol25 describes a structure of composition C9H26AlBCl4Cs2F9GaLiMgN4O3 in a non-equilibrium geometry. The level of theory is wB97M-V/def2-TZVPD.

CARTESIAN COORDINATES (ANGSTROEM)
C  3.26469  -2.25161  -2.60065
C  3.68674  -1.30690  -3.74919
C  2.56135  -1.14216  -4.73670
F  1.33977  -1.07863  -4.11694
Ga  2.75648  0.63491  -5.98132
N  3.29823  2.00279  -4.78651
H  2.74065  -3.11820  -3.01778
H  4.14472  -2.61936  -2.07352
H  2.56865  -1.76299  -1.91903
H  4.01556  -0.35423  -3.31773
H  4.51494  -1.78196  -4.28132
H  2.52972  -1.95469  -5.46834
H  1.26771  0.96257  -6.44910
H  3.70477  0.33909  -7.19067
H  2.52963  2.01076  -4.10663
H  4.18276  1.80177  -4.30726
Mg  1.67288  1.74376  -2.31733
F  -1.69112  -2.33536  -1.74785
Al  -0.92138  -1.19820  -0.79225
F  -0.86979  -1.64836  0.83374
F  -1.82903  0.27536  -0.82386
F  0.63830  -0.78916  -1.32177
B  5.29941  3.67251  -2.72212
F  3.95594  3.76346  -2.12412
F  6.23767  4.26127  -1.91440
F  5.51560  2.27163  -2.81392
F  5.27541  4.22032  -3.99186
C  -2.97372  -5.13726  0.52772
Cl  -1.59117  -4.99375  1.57064
Cl  -3.93886  -6.59873  1.04964
Cl  -4.00358  -3.74099  0.63571
Cl  -2.42846  -5.33610  -1.15299
Li  -1.56964  2.77063  -1.54415
C  1.34743  5.43088  2.05768
C  0.35297  4.30533  1.82467
C  -0.62367  4.12847  3.02065
O  -0.08533  3.40753  4.10802
C  0.67246  4.19982  5.04859
N  1.10079  3.04659  1.50357
H  2.11603  5.13332  2.76965
H  1.84713  5.68735  1.12357
H  0.84497  6.31959  2.44364
H  -0.25601  4.57338  0.93709
H  -1.44107  3.50383  2.68215
H  -1.05377  5.08871  3.33307
H  0.23779  5.21204  5.11939
H  1.71731  4.25404  4.74247
H  0.61141  3.68828  6.00675
H  0.45569  2.31808  1.25406
H  1.52479  2.72298  2.37599
Cs  -1.58684  1.72626  2.24927
O  -0.50344  7.03544  4.79934
H  0.00778  7.19566  5.60372
C  -7.70688  -8.09277  3.39913
O  -8.53000  -8.66109  4.08020
N  -7.27755  -6.82119  3.65463
N  -7.13502  -8.69840  2.30029
H  -6.59712  -6.33742  3.10248
H  -7.67830  -6.35888  4.45000
H  -7.43333  -9.63391  2.09357
H  -6.45348  -8.25844  1.71604
Cs  -4.35952  -7.69767  -1.04782

Computed properties:
* total charge: +1
* HOMO-LUMO gap: 1.47 eV

Which charges does Löwdin predict for the atoms? In e, they are: atom 1 (C): -0.08, atom 2 (C): -0.24, atom 3 (C): -0.34, atom 4 (F): -0.06, atom 5 (Ga): 0.41, atom 6 (N): 0.00, atom 7 (H): 0.08, atom 8 (H): 0.08, atom 9 (H): 0.04, atom 10 (H): 0.09, atom 11 (H): 0.12, atom 12 (H): 0.11, atom 13 (H): -0.06, atom 14 (H): -0.08, atom 15 (H): -0.18, atom 16 (H): 0.01, atom 17 (Mg): 1.03, atom 18 (F): -0.17, atom 19 (Al): -0.25, atom 20 (F): -0.19, atom 21 (F): -0.26, atom 22 (F): -0.21, atom 23 (B): -1.24, atom 24 (F): -0.03, atom 25 (F): 0.15, atom 26 (F): 0.06, atom 27 (F): 0.13, atom 28 (C): -1.98, atom 29 (Cl): 0.66, atom 30 (Cl): 0.12, atom 31 (Cl): 0.64, atom 32 (Cl): 0.50, atom 33 (Li): 0.72, atom 34 (C): -0.03, atom 35 (C): -0.42, atom 36 (C): -0.41, atom 37 (O): -0.28, atom 38 (C): -0.05, atom 39 (N): 0.00, atom 40 (H): 0.08, atom 41 (H): 0.09, atom 42 (H): 0.09, atom 43 (H): 0.13, atom 44 (H): -0.22, atom 45 (H): 0.13, atom 46 (H): 0.05, atom 47 (H): 0.08, atom 48 (H): 0.09, atom 49 (H): -0.10, atom 50 (H): 0.09, atom 51 (Cs): 1.46, atom 52 (O): -0.40, atom 53 (H): -0.10, atom 54 (C): -0.68, atom 55 (O): 0.06, atom 56 (N): 0.15, atom 57 (N): 0.14, atom 58 (H): 0.07, atom 59 (H): 0.11, atom 60 (H): 0.11, atom 61 (H): 0.04, atom 62 (Cs): 1.11

HOMO for every record listed, in sequence, given in hartree: -0.1548; -0.1151; -0.3018.